1.
This record from OMol25 describes C2H3CrO2 as an isolated structure. The level of theory is ωB97M-V/def2-TZVPD.

Values from the calculation:
energy above the lowest of the compared OMol25 structures with the same formula, charge and spin	0.0	kcal/mol
orbital gap (alpha / beta)	0.3752 / 0.4233	Ha
HOMO level (alpha / beta)	-27.65 / -28.98	eV
<S²>	6.008

```
! wB97M-V def2-TZVPD RIJCOSX def2/J DEFGRID3
* xyz 3 5
O 1.43246 -1.05535 -0.00603
C 1.14034 -2.35118 0.45068
C 0.44169 -0.57204 -0.68041
H 0.13045 -2.60155 0.76919
H 2.02037 -2.96238 0.61664
H 0.38367 -0.66176 -1.77367
Cr -1.28979 1.71659 0.03002
O 0.02262 0.46569 -0.07729
*
```

2.
This record from OMol25 describes C5H8S3 as an isolated structure. The level of theory is ωB97M-V/def2-TZVPD.

Values from the calculation:
energy above the lowest of the compared OMol25 structures with the same formula, charge and spin	178.8	kcal/mol
orbital gap	0.2514	Ha
HOMO level	-8.89	eV

```
! wB97M-V def2-TZVPD RIJCOSX def2/J DEFGRID3
* xyz 0 1
C -0.64566 -2.00117 0.40253
C -0.09012 -0.87038 -0.41659
C 0.76729 0.34103 0.10785
C 0.00797 1.33967 -0.69557
C -1.16643 0.34999 -0.60071
H 0.21570 -2.49936 0.89720
H -1.24317 -2.69559 -0.69366
H -1.45921 -1.59444 1.29707
H 0.72927 -1.14970 -1.39875
H 0.44389 0.22909 1.32049
H 3.55462 0.38013 1.64844
H 0.17055 1.38063 -1.77580
H -1.18983 3.21928 0.25359
S 2.54386 0.09979 -0.32251
S 0.07493 2.98154 0.12785
S -2.71366 0.48949 -0.15144
*
```

3.
This record from OMol25 describes a 3-piece molecular cluster, C5H18N2O3 overall. The level of theory is ωB97M-V/def2-TZVPD.

Values from the calculation:
structure (SMILES)	NCCNCCCO.O.O
energy above the lowest of the compared OMol25 structures with the same formula, charge and spin	34.9	kcal/mol
orbital gap	0.3265	Ha
HOMO level	-8.41	eV

```
! wB97M-V def2-TZVPD RIJCOSX def2/J DEFGRID3
* xyz 0 1
N -1.90407 0.44208 0.51942
C -1.99087 0.34938 -0.93949
C -0.79971 -0.44464 -1.46475
N 0.52117 0.23490 -1.33468
C 1.52977 -0.57237 -0.62866
C 1.49863 -0.61624 0.89780
C 2.18052 0.60052 1.48323
O 1.66698 0.96771 2.78130
H -1.41499 -0.35053 0.90753
H -2.77594 0.55988 1.01057
H -2.88820 -0.12117 -1.33317
H -1.85784 1.37251 -1.28838
H -0.80408 -1.45720 -1.07777
H -0.96179 -0.50004 -2.54493
H 0.28776 1.05923 -0.77480
H 1.39884 -1.57403 -1.06373
H 2.51525 -0.25925 -0.99267
H 0.50197 -0.96101 1.20013
H 2.09387 -1.48918 1.18805
H 1.99083 1.46162 0.83749
H 3.20715 0.34205 1.70531
H 0.75889 1.28895 2.72067
O -0.75697 3.31762 -1.12602
H -0.95186 3.38174 -0.18037
H -1.63455 3.45704 -1.50111
O -0.66646 -3.14703 0.27803
H -0.82378 -3.82166 0.94962
H 0.07950 -3.52088 -0.22864
*
```